[1]
Here is an isolated molecule of C3H4N4O at a distorted geometry from the OMol25 dataset. Energies are from the ωB97M-V functional and the def2-TZVPD basis.

* SMILES: C=Cn1nnc(O)n1
* charge: 0

The geometry in XYZ format:
```
12
C3H4N4O the ωB97M-V functional and the def2-TZVPD basis
C -2.33 0.41 0.66
C -1.24 0.82 0.06
O 3.15 -0.60 -0.46
H -2.42 -0.61 1.03
C 1.79 -0.56 -0.31
H 3.43 0.29 -0.70
N -0.15 0.00 -0.10
N 1.09 0.52 -0.32
H -3.24 1.01 0.70
N -0.12 -1.30 0.05
H -1.07 1.75 -0.54
N 1.12 -1.73 -0.07
```


[2]
Here is an isolated molecule of C3H4N4O2 at a distorted geometry from the OMol25 dataset. Energies are from the ωB97M-V functional and the def2-TZVPD basis.

* SMILES: [H]/N=c1\nnoc(=O)n1C
* charge: 0

The geometry in XYZ format:
```
13
C3H4N4O2 the ωB97M-V functional and the def2-TZVPD basis
C -0.28 0.50 1.02
H 0.92 -1.98 0.50
H 2.03 -0.72 -0.17
C -0.44 0.17 -1.33
N -1.04 1.63 0.81
O -1.24 1.21 -1.33
N -1.52 2.00 -0.21
N -0.05 0.05 2.13
C 1.11 -1.24 -0.29
N 0.15 -0.17 -0.17
H 1.16 -1.71 -1.29
H -0.61 0.62 2.70
O -0.18 -0.36 -2.36
```


[3]
Here is an isolated molecule of C3H4N4O2 at a distorted geometry from the OMol25 dataset. Energies are from the ωB97M-V functional and the def2-TZVPD basis.

* SMILES: [O-]/[N+](O)=N\c1cnc[nH]1
* charge: 0

The geometry in XYZ format:
```
13
C3H4N4O2 the ωB97M-V functional and the def2-TZVPD basis
O 1.87 -1.24 0.01
N -2.46 0.45 0.24
N 0.98 0.82 -0.23
H -0.20 -1.63 -0.03
C -2.01 -0.76 0.06
C -1.47 1.28 0.05
C -0.35 0.51 -0.27
O 3.06 0.64 -0.17
N 1.84 -0.03 0.00
H -1.74 2.37 0.01
N -0.72 -0.78 -0.18
H 3.77 0.11 0.23
H -2.58 -1.73 0.29
```


Calculated values (kcal per mole) of ΔE to the lowest compared entry with this formula, charge and spin for the records, taken in order: 56.1, 56.9, 98.2.
Calculated values (eV) of energy for the records, taken in order: -11181.5362, -13228.4461, -13226.6557.
Calculated values (eV) of E_HOMO for the records, taken in order: -9.7, -10.5, -8.6.